a | Computed, not measured: a 2-piece molecular cluster, C2H7O2 overall, with ωB97M-V/def2-TZVPD.

Last column: Mulliken charge in e.
Element x y z (Å)
1 O 0.331 -0.166 -2.108  -0.694
2 H 0.969 -0.884 -1.958  0.345
3 H -0.999 -1.205 0.216  0.327
4 H -0.155 -0.646 -2.794  0.346
5 C -0.534 -1.007 1.180  -0.881
6 C 0.032 0.333 1.203  0.324
7 O 0.153 1.155 0.268  -0.267
8 H -1.366 -0.991 1.891  0.347
9 H 0.220 -1.734 1.493  0.339
10 H 0.604 0.621 2.087  0.363
11 H 0.200 0.851 -0.682  0.451

HOMO: -17.041 eV
charge: +1
LUMO energy: -5.872 eV
Kohn-Sham gap: 11.169 eV

=====

b | Computed, not measured: a 2-piece molecular cluster, C2H7O2 overall, with ωB97M-V/def2-TZVPD.

Last column: Mulliken charge in e.
Element x y z (Å)
1 O -2.347 -0.117 -0.061  -0.654
2 H -2.655 0.535 -0.704  0.348
3 H 2.656 0.134 -0.223  0.317
4 H -2.915 -0.888 -0.170  0.329
5 C 1.751 -0.462 -0.042  -0.869
6 C 0.713 0.549 0.108  0.320
7 O -0.141 0.529 1.020  -0.327
8 H 1.760 -1.193 0.756  0.327
9 H 1.521 -1.011 -0.967  0.347
10 H 0.800 1.413 -0.536  0.380
11 H -1.142 0.511 0.820  0.481

HOMO: -17.303 eV
charge: +1
LUMO energy: -5.886 eV
Kohn-Sham gap: 11.418 eV

=====

c | Computed, not measured: a 2-piece molecular cluster, C2H7O2 overall, with ωB97M-V/def2-TZVPD.

Last column: Mulliken charge in e.
Element x y z (Å)
1 O 0.202 -1.618 -0.846  -0.549
2 H -0.280 -2.098 -1.527  0.301
3 H 1.896 0.687 0.066  0.365
4 H 0.919 -2.169 -0.629  0.304
5 C 1.123 0.698 0.740  -0.915
6 C -0.278 0.227 0.376  0.408
7 O -1.082 1.117 -0.104  -0.331
8 H 1.390 0.048 1.538  0.321
9 H 0.960 1.801 1.071  0.317
10 H -0.945 -0.655 0.832  0.339
11 H -1.961 0.844 -0.448  0.440

HOMO: -16.980 eV
charge: +1
LUMO energy: -5.392 eV
Kohn-Sham gap: 11.589 eV

=====

Structures ranked by computed energy, the most stable listed first: a, b, c.

=====

a | Computed, not measured: C41H37BCrO5S as an isolated structure, with ωB97M-V/def2-TZVPD.

Last column: Mulliken spin population.
Element x y z (Å)
1 C 0.227 -4.487 5.474  0.011
2 C 0.510 -3.081 5.087  0.235
3 C -0.183 -1.958 5.531  0.072
4 C 0.338 -0.736 5.019  0.107
5 C 1.445 -0.899 4.179  0.256
6 B -1.378 0.251 0.208  0.118
7 C 2.378 0.134 3.819  0.032
8 C 2.280 1.420 4.416  0.113
9 C 3.320 2.321 4.265  -0.040
10 C 4.437 2.007 3.486  0.150
11 C 4.493 0.779 2.820  -0.022
12 C 3.478 -0.147 2.980  0.092
13 O -1.040 -0.993 0.741  0.014
14 C -2.305 -1.679 0.765  0.003
15 C -2.558 -2.329 -0.609  0.001
16 C -2.222 -2.757 1.826  -0.002
17 C -3.309 -0.475 1.056  0.009
18 C -4.729 -0.649 0.556  0.000
19 C -3.360 -0.120 2.544  -0.003
20 O -2.689 0.630 0.358  -0.006
21 S 1.840 -2.625 4.075  -0.046
22 H -0.491 -4.490 6.302  -0.001
23 H -0.215 -5.058 4.643  0.025
24 H 1.151 -4.986 5.800  0.016
25 H -1.041 -2.040 6.194  0.004
26 H -0.065 0.238 5.279  -0.009
27 H 1.415 1.694 5.026  -0.004
28 H 3.257 3.305 4.735  0.003
29 H 5.240 2.731 3.366  -0.003
30 H 5.335 0.584 2.153  0.003
31 H 3.542 -1.105 2.450  -0.003
32 H -3.399 -3.040 -0.530  0.000
33 H -2.807 -1.586 -1.387  -0.001
34 H -1.670 -2.887 -0.949  0.000
35 H -3.221 -3.185 1.998  0.001
36 H -1.566 -3.557 1.461  0.000
37 H -1.797 -2.360 2.756  0.005
38 H -5.132 -1.579 0.988  0.000
39 H -5.350 0.179 0.921  0.000
40 H -4.813 -0.682 -0.543  0.000
41 H -3.995 -0.842 3.075  0.000
42 H -2.350 -0.094 2.990  0.004
43 H -3.818 0.873 2.654  0.000
44 O 1.254 0.904 -8.037  0.071
45 C 1.147 0.216 -7.101  -0.079
46 Cr 1.174 -0.717 -5.440  1.062
47 C 1.033 1.006 -4.670  -0.057
48 O 1.075 2.081 -4.218  0.009
49 C 3.014 -0.258 -5.460  -0.041
50 O 4.078 0.208 -5.552  0.011
51 C 0.702 -2.676 -6.275  0.061
52 C -0.489 -1.970 -6.039  -0.042
53 C -0.726 -1.397 -4.788  0.010
54 C 0.205 -1.553 -3.730  0.036
55 C 0.056 -0.789 -2.500  -0.016
56 C -0.004 -0.028 -1.553  0.035
57 C -0.235 1.025 -0.556  0.044
58 C 0.996 1.533 0.140  0.061
59 C 2.258 1.322 -0.418  0.000
60 C 3.298 2.212 -0.130  0.004
61 C 3.086 3.247 0.779  0.005
62 C 1.886 3.305 1.498  -0.003
63 C 0.846 2.427 1.200  -0.004
64 C -1.025 2.178 -1.273  0.178
65 C -2.086 1.815 -2.111  0.091
66 C -2.899 2.783 -2.710  0.075
67 C -2.732 4.141 -2.398  0.224
68 C -1.635 4.521 -1.619  0.126
69 C -0.743 3.549 -1.139  0.047
70 C 1.398 -2.250 -3.993  0.033
71 C 1.638 -2.825 -5.246  -0.042
72 H 0.901 -3.102 -7.263  -0.008
73 H -1.223 -1.840 -6.838  -0.012
74 H -1.619 -0.792 -4.606  0.000
75 H 2.387 0.516 -1.139  -0.001
76 H 4.272 2.071 -0.604  -0.001
77 H 3.871 3.985 0.962  0.008
78 H 1.757 4.036 2.294  -0.001
79 H -0.125 2.495 1.696  0.002
80 H -2.259 0.757 -2.333  0.003
81 H -3.693 2.465 -3.387  0.004
82 H -3.428 4.892 -2.787  -0.015
83 H -1.462 5.568 -1.390  0.002
84 H 0.152 3.887 -0.622  -0.002
85 H 2.147 -2.300 -3.198  -0.005
86 H 2.568 -3.369 -5.422  -0.006

HOMO (spin up / spin down): -15.665 / -16.158 eV
charge: +3
LUMO energy (spin up / spin down): -7.466 / -11.670 eV
spin multiplicity: 4
Kohn-Sham gap (spin up / spin down): 8.199 / 4.488 eV
<S²>: 3.81

=====

b | Computed, not measured: C41H37BCrO5S as an isolated structure, with ωB97M-V/def2-TZVPD.

Last column: Mulliken spin population.
Element x y z (Å)
1 C -2.380 -3.975 -3.713  0.013
2 C -2.077 -3.935 -2.262  0.223
3 C -2.955 -4.248 -1.239  0.074
4 C -2.365 -4.165 0.052  0.096
5 C -1.027 -3.759 0.067  0.252
6 B -2.439 0.839 1.512  0.099
7 C -0.045 -4.035 1.101  0.064
8 C -0.424 -4.761 2.257  0.106
9 C 0.512 -5.108 3.229  -0.037
10 C 1.854 -4.742 3.068  0.146
11 C 2.254 -4.022 1.932  -0.024
12 C 1.317 -3.681 0.961  0.092
13 O -2.211 0.333 0.229  0.021
14 C -3.335 0.841 -0.501  0.003
15 C -3.003 2.265 -0.986  0.001
16 C -3.579 -0.048 -1.696  -0.002
17 C -4.473 0.822 0.606  0.007
18 C -5.614 1.760 0.329  0.000
19 C -5.075 -0.559 0.866  -0.002
20 O -3.737 1.203 1.791  -0.010
21 S -0.556 -3.458 -1.619  -0.042
22 H -3.362 -4.433 -3.887  -0.002
23 H -2.391 -2.962 -4.146  0.022
24 H -1.617 -4.548 -4.260  0.017
25 H -3.964 -4.603 -1.431  0.003
26 H -2.894 -4.431 0.955  -0.008
27 H -1.472 -5.033 2.378  -0.003
28 H 0.199 -5.655 4.127  0.003
29 H 2.581 -4.991 3.844  -0.003
30 H 3.302 -3.722 1.826  0.003
31 H 1.623 -3.109 0.083  -0.003
32 H -3.662 2.567 -1.814  0.000
33 H -3.102 3.009 -0.184  0.000
34 H -1.970 2.308 -1.350  0.000
35 H -4.531 0.227 -2.161  0.001
36 H -2.784 0.087 -2.438  0.000
37 H -3.625 -1.109 -1.433  0.003
38 H -6.010 1.539 -0.668  0.000
39 H -6.413 1.606 1.065  0.000
40 H -5.301 2.807 0.347  0.000
41 H -5.817 -0.814 0.100  0.000
42 H -4.320 -1.353 0.875  0.002
43 H -5.573 -0.562 1.844  0.000
44 O 3.130 7.276 3.372  0.068
45 C 2.719 6.560 2.550  -0.079
46 Cr 2.170 5.125 1.409  1.062
47 C 1.576 4.300 2.996  -0.053
48 O 1.325 3.747 3.993  0.002
49 C 3.828 4.358 1.940  -0.045
50 O 4.781 3.962 2.479  0.019
51 C 2.253 6.290 -0.443  0.063
52 C 1.006 6.475 0.172  -0.032
53 C 0.243 5.373 0.565  0.002
54 C 0.690 4.047 0.323  0.024
55 C 0.023 2.882 0.907  -0.006
56 C -0.470 1.934 1.491  0.025
57 C -1.151 0.981 2.389  0.042
58 C -0.387 -0.242 2.796  0.084
59 C 1.002 -0.176 2.747  -0.007
60 C 1.752 -0.979 3.609  0.004
61 C 1.104 -1.852 4.483  0.012
62 C -0.271 -2.069 4.358  0.006
63 C -1.031 -1.267 3.503  -0.009
64 C -1.650 1.782 3.613  0.200
65 C -2.338 2.980 3.379  0.082
66 C -2.862 3.731 4.433  0.068
67 C -2.747 3.256 5.750  0.224
68 C -2.040 2.076 5.998  0.134
69 C -1.431 1.398 4.941  0.040
70 C 1.937 3.890 -0.308  0.052
71 C 2.709 4.992 -0.691  -0.051
72 H 2.867 7.151 -0.717  -0.007
73 H 0.651 7.488 0.381  -0.013
74 H -0.702 5.514 1.093  -0.003
75 H 1.473 0.572 2.113  -0.001
76 H 2.837 -0.879 3.619  -0.001
77 H 1.678 -2.400 5.234  0.011
78 H -0.746 -2.863 4.936  -0.001
79 H -2.117 -1.363 3.456  -0.007
80 H -2.433 3.345 2.360  -0.001
81 H -3.372 4.679 4.223  0.004
82 H -3.214 3.796 6.578  -0.014
83 H -1.959 1.676 7.008  0.000
84 H -0.812 0.532 5.157  0.000
85 H 2.311 2.872 -0.442  -0.005
86 H 3.685 4.832 -1.154  -0.007

HOMO (spin up / spin down): -15.769 / -16.185 eV
charge: +3
LUMO energy (spin up / spin down): -7.451 / -11.602 eV
spin multiplicity: 4
Kohn-Sham gap (spin up / spin down): 8.317 / 4.583 eV
<S²>: 3.81

=====

Structures ranked by computed energy, the most stable listed first: a, b.

=====

a | Computed, not measured: a 2-piece molecular cluster, CH7N2O overall, with ωB97M-V/def2-TZVPD.

Last column: Mulliken charge in e.
Element x y z (Å)
1 O -1.942 1.310 -0.591  -0.701
2 H -0.507 0.218 -0.325  0.392
3 H -1.955 1.456 -1.597  0.344
4 H -2.550 2.007 -0.271  0.335
5 N -0.099 -0.650 0.048  -0.360
6 C 1.268 -0.665 0.599  0.010
7 N 2.405 -1.004 -0.035  -0.433
8 H -0.341 -1.299 -0.634  0.354
9 H -0.889 -0.767 0.802  0.430
10 H 1.396 0.073 1.421  0.301
11 H 3.214 -0.679 0.583  0.327

HOMO: -15.804 eV
charge: +1
LUMO energy: -4.278 eV
Kohn-Sham gap: 11.526 eV

=====

b | Computed, not measured: a 2-piece molecular cluster, CH7N2O overall, with ωB97M-V/def2-TZVPD.

Last column: Mulliken charge in e.
Element x y z (Å)
1 N 0.143 1.243 0.912  -0.363
2 C 0.311 1.263 -0.388  0.221
3 N 0.045 0.229 -1.161  -0.222
4 H -0.389 0.491 1.340  0.240
5 H -0.151 2.119 1.328  0.311
6 H 0.234 2.164 -0.989  0.333
7 H -0.232 0.351 -2.122  0.261
8 H -0.109 -0.626 -0.615  0.262
9 H 0.559 -2.555 0.031  0.335
10 H -0.231 -2.613 1.232  0.330
11 O -0.182 -2.066 0.432  -0.709

HOMO: -16.102 eV
charge: +1
LUMO energy: -4.243 eV
Kohn-Sham gap: 11.859 eV

=====

c | Computed, not measured: a 2-piece molecular cluster, CH7N2O overall, with ωB97M-V/def2-TZVPD.

Last column: Mulliken charge in e.
Element x y z (Å)
1 N -0.739 -1.304 -0.611  -0.299
2 C -1.192 -0.438 0.279  0.325
3 N -0.606 -0.346 1.443  -0.318
4 H 0.100 -1.815 -0.392  0.220
5 H -1.224 -1.491 -1.438  0.231
6 H -2.073 0.112 -0.018  0.363
7 H -0.928 0.323 2.125  0.251
8 H 0.219 -0.875 1.683  0.223
9 H 1.941 1.491 -1.607  0.320
10 H 2.412 2.624 -0.783  0.330
11 O 2.091 1.720 -0.681  -0.647

HOMO: -14.829 eV
charge: +1
LUMO energy: -3.965 eV
Kohn-Sham gap: 10.864 eV

=====

d | Computed, not measured: a 2-piece molecular cluster, CH7N2O overall, with ωB97M-V/def2-TZVPD.

Last column: Mulliken charge in e.
Element x y z (Å)
1 N -1.657 0.946 1.645  -0.531
2 H -0.872 1.469 1.071  0.395
3 H -2.558 0.690 1.094  0.401
4 H -1.431 -0.096 1.687  0.408
5 H -1.665 1.312 2.574  0.340
6 C 1.072 -0.355 -0.374  0.198
7 N 1.150 -0.756 -1.722  -0.463
8 O -0.081 -0.182 0.085  -0.607
9 H 1.949 0.015 0.299  0.287
10 H 2.050 -0.762 -2.354  0.293
11 H 0.291 -0.377 -2.268  0.278

HOMO: -14.394 eV
charge: +1
LUMO energy: -3.835 eV
Kohn-Sham gap: 10.559 eV

=====

Structures ranked by computed energy, the most stable listed first: c, b, d, a.

=====

a | Computed, not measured: a 2-piece molecular cluster, C3H6IN overall, with ωB97M-V/def2-TZVPD.

Last column: Mulliken charge in e.
Element x y z (Å)
1 C 0.275 -0.225 -0.265  0.928
2 C -0.918 -1.192 -0.436  -0.986
3 C -0.100 0.777 0.762  -1.158
4 N 1.236 -0.259 -0.980  -0.485
5 I 2.969 2.209 -0.792  -0.198
6 H -1.557 -0.548 -1.139  0.288
7 H -0.514 -2.109 -0.811  0.365
8 H -1.155 -1.391 0.577  0.351
9 H -1.178 0.739 1.037  0.318
10 H 0.377 1.671 0.482  0.247
11 H 0.566 0.328 1.565  0.330

HOMO (spin up / spin down): -8.760 / -8.760 eV
LUMO energy (spin up / spin down): -2.611 / -2.610 eV
Kohn-Sham gap (spin up / spin down): 6.149 / 6.149 eV

=====

b | Computed, not measured: a 2-piece molecular cluster, C3H6IN overall, with ωB97M-V/def2-TZVPD.

Last column: Mulliken charge in e.
Element x y z (Å)
1 C 1.155 1.500 -0.659  -0.477
2 C 1.107 0.324 -0.058  -0.362
3 I 2.068 -0.526 1.587  0.058
4 H 0.450 1.645 -1.602  0.176
5 H 1.827 2.326 -0.460  0.289
6 H 0.369 -0.379 -0.547  0.285
7 C -2.496 -0.981 0.613  -0.294
8 N -2.030 -0.749 -0.519  -0.371
9 H -3.618 -1.031 0.587  0.195
10 H -1.875 -0.887 1.398  0.282
11 H -2.713 -0.689 -1.271  0.220

HOMO: -9.034 eV
LUMO energy: 0.711 eV
Kohn-Sham gap: 9.745 eV

=====

Structures ranked by computed energy, the most stable listed first: b, a.